Arrangement w

ORCA calculation (the ωB97M-V functional and the def2-TZVPD basis) on an isolated molecule of C4H6N4.

The geometry in XYZ format:
```
14
Properties=species:S:1:pos:R:3
H 1.463 1.917 -0.612
N 2.076 1.146 -0.321
C 1.341 0.142 -0.035
N 1.960 -1.091 0.229
N -0.063 0.002 0.006
C -0.887 1.141 0.305
C -2.174 0.512 0.143
N -2.099 -0.762 -0.176
C -0.801 -1.058 -0.247
H 1.699 -1.729 0.985
H 2.955 -0.902 0.425
H -0.521 2.149 0.496
H -3.076 1.130 0.188
H -0.507 -2.052 -0.638
```

- orbital gap (eV) = 9.9
- E_HOMO (hartree) = -0.33315

Here are the Mulliken charges for atoms 1 to 2, given in e: number 1, H, carries 0.23; number 2, N, carries -0.66

---

Arrangement x

ORCA calculation (the ωB97M-V functional and the def2-TZVPD basis) on a cluster of 2 separate species, C4H6N4 in total.

The geometry in XYZ format:
```
14
Properties=species:S:1:pos:R:3
C -0.595 -0.601 -0.088
C 1.494 0.036 0.107
C -2.769 -0.706 0.203
C 2.671 0.540 -0.199
N 0.183 -1.626 0.386
N 1.418 -1.257 0.537
N 0.101 0.510 -0.084
N -0.348 1.730 -0.379
H -3.374 -0.504 -0.661
H -2.921 0.125 0.815
H 3.077 1.473 -0.520
H 3.375 -0.207 -0.139
H -2.651 -2.010 0.309
H 0.339 2.498 -0.288
```

- orbital gap (spin up / spin down) (eV) = 7.0 / 7.9
- E_HOMO (spin up / spin down) (hartree) = -0.29057 / -0.32609

Here are the Mulliken charges for atoms 1 to 2, given in e: number 1, C, carries 0.38; number 2, C, carries 0.49

---

Arrangement y

ORCA calculation (the ωB97M-V functional and the def2-TZVPD basis) on an isolated molecule of C4H6N4.

The geometry in XYZ format:
```
14
Properties=species:S:1:pos:R:3
C -2.066 -0.475 0.042
C -0.971 -1.217 -0.043
C 0.508 -0.833 0.218
N 1.368 -1.747 0.100
N 2.535 -1.133 -0.045
N 2.412 0.121 -0.115
N 1.096 0.379 0.191
C 0.447 1.728 -0.002
H -3.149 -0.934 -0.425
H -2.093 0.662 0.187
H -0.879 -2.296 -0.093
H -0.588 1.403 -0.711
H 1.257 2.468 -0.451
H 0.123 1.874 1.147
```

- orbital gap (eV) = 10.7
- E_HOMO (hartree) = -0.37385

Here are the Mulliken charges for atoms 1 to 2, given in e: number 1, C, carries -0.69; number 2, C, carries -0.19

---

Most stable structure - arrangement w; separation to the second - 3.573 eV.